{"formula": "C6H10N2O2", "method": "ωB97M-V/def2-TZVPD", "species": ["C", "C", "C", "C", "C", "C", "N", "N", "O", "O", "H", "H", "H", "H", "H", "H", "H", "H", "H", "H"], "positions_angstrom": [[1.11569, 1.25136, 0.11848], [-0.24835, 1.01606, -0.07468], [2.18728, 0.31065, 0.21831], [-0.81606, -0.20908, 0.15631], [-1.14021, 2.17542, -0.43296], [-2.68541, -1.58932, 0.49324], [1.93942, -0.86355, -0.46351], [2.99398, -1.64203, -0.47013], [3.29811, 0.54122, 0.71612], [-2.11703, -0.42662, -0.06705], [1.42911, 2.28509, 0.19579], [-0.20773, -1.04326, 0.48548], [-1.45755, 2.69682, 0.46958], [-2.02649, 1.81957, -0.94948], [-0.61440, 2.88289, -1.06837], [-3.56184, -1.83376, -0.10575], [-2.99782, -1.39554, 1.52417], [-1.98083, -2.42598, 0.48492], [3.82350, -1.22822, -0.02110], [3.06665, -2.32173, -1.20937]], "forces_ev_per_a": [[0.00, 0.16, 0.04], [-0.30, -0.05, 0.06], [0.42, 0.07, 0.08], [0.33, -0.07, 0.04], [0.02, -0.06, 0.03], [-0.16, -0.33, 0.24], [-0.30, -0.82, -0.71], [0.30, 0.53, 0.40], [0.02, 0.17, 0.15], [0.14, 0.40, -0.24], [0.03, 0.05, 0.06], [-0.18, -0.08, 0.09], [-0.08, 0.08, 0.03], [-0.08, 0.09, -0.05], [0.01, 0.05, -0.05], [0.09, -0.03, 0.05], [0.04, -0.02, -0.07], [-0.04, 0.06, -0.06], [-0.14, -0.21, -0.20], [-0.12, 0.00, 0.11]], "gap_ev": [6.890, 7.599], "relative_energy_ev": 3.7072, "total_energy_ev": -13456.23417, "e_homo_ha": [-0.26621, -0.29280]}